(1)
# C25H32BrKN5O3PS3

A molecular structure, C25H32BrKN5O3PS3 at a distorted geometry (wB97M-V/def2-TZVPD, the OMol25 dataset).

Output
* charge: -2
* ΔE to the lowest compared entry with this formula, charge and spin: 0.00 kcal/mol

Atoms and positions in Å:
K1 -1.05 -1.84 0.24
N1 2.96 -2.19 -3.29
C1 2.16 -1.69 -2.31
S1 0.70 -0.90 -2.56
N2 2.68 -1.86 -1.10
N3 2.03 -1.48 -0.03
C2 2.66 -1.49 1.13
C3 4.12 -1.66 1.18
C4 4.69 -2.34 2.24
C5 6.04 -2.65 2.30
C6 6.85 -2.35 1.20
C7 6.29 -1.65 0.12
C8 4.97 -1.25 0.16
C9 1.89 -1.25 2.33
C10 2.33 -0.70 3.59
C11 1.47 -0.61 4.68
C12 0.14 -1.00 4.49
C13 -0.26 -1.43 3.22
N4 0.58 -1.48 2.21
H1 2.72 -1.97 -4.23
H2 3.85 -2.62 -2.99
H3 4.03 -2.67 3.03
H4 6.47 -3.11 3.17
H5 7.89 -2.57 1.24
H6 6.82 -1.46 -0.79
H7 4.54 -0.76 -0.70
H8 3.39 -0.42 3.71
H9 1.84 -0.23 5.66
H10 -0.60 -0.88 5.26
H11 -1.21 -1.90 3.09
Br1 -3.72 -0.75 2.28
C14 -4.74 -1.43 0.72
C15 -6.15 -1.46 0.82
C16 -6.91 -1.96 -0.23
C17 -6.20 -2.46 -1.39
C18 -4.84 -2.39 -1.35
N5 -4.11 -1.82 -0.33
H12 -6.53 -1.10 1.77
H13 -8.00 -2.07 -0.17
H14 -6.70 -2.95 -2.25
H15 -4.19 -2.78 -2.16
C19 1.67 2.90 -1.15
C20 1.56 4.37 -0.73
C21 1.55 5.28 -1.96
O1 0.35 4.61 0.02
P1 -1.03 3.77 0.19
S2 -2.26 4.88 1.22
S3 -0.67 1.93 0.76
O2 -1.36 3.68 -1.47
C22 -2.61 3.26 -2.11
C23 -2.39 3.56 -3.58
C24 -3.77 4.14 -1.64
H16 2.62 2.83 -1.64
H17 0.87 2.65 -1.85
H18 1.63 2.27 -0.29
H19 2.35 4.65 0.02
H20 0.57 5.16 -2.40
H21 2.32 4.90 -2.63
H22 1.72 6.36 -1.75
H23 -2.77 2.19 -1.91
H24 -2.45 4.62 -3.79
H25 -3.17 3.10 -4.20
H26 -1.45 3.14 -3.93
H27 -3.52 5.19 -1.81
H28 -4.12 4.05 -0.61
H29 -4.59 3.89 -2.31
C25 -2.02 -5.57 1.10
O3 -1.54 -4.34 1.09
H30 -3.02 -5.65 0.62
H31 -2.05 -5.95 2.13
H32 -1.34 -6.29 0.61

(2)
# C25H32F16NO3

3 unconnected molecules or ions with the total composition C25H32F16NO3 (wB97M-V/def2-TZVPD, the OMol25 dataset).

Output
* charge: -1

Atoms and positions in Å:
C1 -1.82 -1.81 2.16
C2 -2.33 -0.37 2.11
C3 -1.66 0.48 1.02
N1 -0.20 0.53 1.01
C4 0.47 1.76 1.60
C5 -0.13 2.05 2.97
C6 0.80 2.91 3.86
C7 1.21 2.19 5.14
O1 0.08 1.81 5.94
C8 0.26 2.90 0.55
C9 -0.78 3.98 0.78
C10 -0.64 4.99 1.73
C11 -1.62 5.96 1.92
C12 -2.78 5.97 1.16
C13 -3.86 7.00 1.39
C14 -2.91 4.98 0.18
C15 -1.94 4.02 0.00
H1 -1.91 -2.31 1.20
H2 -2.37 -2.37 2.92
H3 -0.78 -1.83 2.50
H4 -3.40 -0.39 1.89
H5 -2.23 0.09 3.09
H6 -2.01 0.06 0.06
H7 -2.08 1.49 1.07
H8 0.20 -0.23 1.53
H9 -1.16 2.47 2.99
H10 -0.20 1.08 3.47
H11 1.71 3.12 3.29
H12 0.33 3.85 4.18
H13 1.76 1.28 4.90
H14 1.82 2.87 5.75
H15 -0.64 2.40 5.69
H16 0.02 2.43 -0.40
H17 1.22 3.41 0.38
H18 0.25 5.03 2.34
H19 -1.47 6.71 2.69
H20 -4.08 7.56 0.48
H21 -3.58 7.67 2.20
H22 -4.78 6.50 1.71
H23 -3.81 4.99 -0.43
H24 -2.08 3.27 -0.77
C16 0.25 -2.05 -4.07
C17 -0.90 -1.19 -4.61
C18 -0.55 -0.08 -5.60
F1 0.26 0.84 -5.04
F2 -1.69 0.54 -5.99
F3 -1.63 -0.69 -3.60
F4 -1.70 -2.05 -5.31
O2 0.76 -1.75 -2.78
C19 1.77 -0.85 -2.58
C20 1.32 0.30 -1.67
F5 0.29 0.94 -2.26
F6 2.35 1.17 -1.54
F7 2.30 -0.42 -3.74
F8 2.76 -1.51 -1.92
H25 -0.16 -3.04 -3.93
H26 1.05 -2.14 -4.80
H27 -0.06 -0.50 -6.48
H28 1.00 -0.06 -0.68
C21 1.71 -4.22 -0.33
C22 2.83 -4.97 0.41
C23 4.21 -5.00 -0.23
F9 4.18 -5.64 -1.42
F10 5.06 -5.68 0.58
F11 2.43 -6.23 0.70
F12 3.00 -4.31 1.59
O3 0.81 -5.01 -1.09
C24 1.03 -5.35 -2.39
C25 1.06 -6.87 -2.59
F13 2.04 -7.42 -1.85
F14 1.30 -7.13 -3.89
F15 2.13 -4.77 -2.90
F16 -0.03 -4.88 -3.11
H29 1.09 -3.79 0.45
H30 2.11 -3.38 -0.91
H31 4.59 -3.99 -0.37
H32 0.10 -7.30 -2.29

| no. | orbital gap (eV) |
| --- | --- |
| 1 | 5.194 |
| 2 | 4.161 |